Record 1
2 unconnected molecules or ions with the total composition C17H28O5PS in a non-equilibrium geometry. Source: the Open Molecules 2025 dataset; level of theory: ωB97M-V with the def2-TZVPD basis set.

Geometry as XYZ:
```
52
Properties=species:S:1:pos:R:3:lowdin_charge:R:1
C 2.52284 0.67586 1.19064 -0.090
C 2.09382 0.37018 -0.23203 -0.216
O 0.73572 -0.12927 -0.28246 -0.146
C -0.18126 0.77125 -0.74405 -0.405
C -1.56469 0.44912 -0.13467 -0.344
P -1.89542 -1.37167 0.03375 0.961
C -1.10305 -2.03824 1.55710 -0.283
C -1.39411 -2.34341 -1.45046 -0.255
C -2.70633 1.30161 -0.77666 -0.240
C -4.07518 0.95463 -0.24681 -0.244
C -4.82092 -0.10203 -0.70669 -0.086
C -6.03727 -0.38043 -0.17529 -0.091
C -6.54692 0.38788 0.83319 -0.103
C -5.83667 1.46389 1.27860 -0.095
C -4.61320 1.73578 0.73353 -0.050
C -2.68432 1.38215 -2.31766 -0.154
O -1.73867 0.52387 -2.96220 -0.219
S -0.23083 0.87617 -2.58046 0.648
O 0.59872 -0.15469 -3.09661 -0.243
O 0.14337 2.18525 -3.02173 -0.264
H 2.98095 -0.20523 1.62838 0.064
H 1.68308 1.01009 1.81541 0.066
H 3.28580 1.44719 1.20165 0.067
H 2.20033 1.28122 -0.82349 0.119
H 2.80286 -0.33923 -0.65068 0.110
H 0.09574 1.76656 -0.37561 0.148
H -1.49492 0.81563 0.89000 0.121
H -0.21309 -2.62295 1.31740 0.035
H -1.82302 -2.72123 2.00154 0.013
H -0.88448 -1.26679 2.28978 0.034
H -2.28106 -2.84031 -1.83062 0.018
H -0.69347 -3.12174 -1.14007 0.041
H -0.89465 -1.77882 -2.23206 0.009
H -2.52695 2.31655 -0.41691 0.135
H -4.40894 -0.72904 -1.48432 0.109
H -6.58323 -1.23785 -0.54467 0.107
H -7.50403 0.15607 1.28163 0.102
H -6.21257 2.11563 2.05562 0.104
H -4.05825 2.59367 1.09714 0.118
H -2.44099 2.40602 -2.60845 0.122
H -3.67789 1.19158 -2.71047 0.125
C 6.27867 -1.86166 1.14294 -0.122
C 6.34607 -0.45749 0.50238 -0.705
C 6.97065 0.50709 1.53510 -0.122
O 5.09935 -0.03950 0.18134 -0.309
H 5.64823 -1.85476 2.03654 0.055
H 5.86745 -2.58643 0.43636 0.052
H 7.27832 -2.22055 1.44157 0.048
H 7.09479 -0.53896 -0.32718 0.099
H 6.35546 0.56695 2.43726 0.056
H 7.06484 1.51115 1.11460 0.051
H 7.97934 0.17924 1.83892 0.048
```

The value obtained for the electronic energy is -1780.2416 Eh. As for the total charge: -1. As for the energy relative to the best compared isomer or geometry (same formula, charge and spin): 0.0000 eV. As for the spin multiplicity: 1. The HOMO-LUMO gap is 5.1 eV. The strongest force on any atom comes out at 0.04332 Eh/bohr.

***

Record 2
A molecular structure, C17H29Al2Be2BrClF8N2O6S in a non-equilibrium geometry. Source: the Open Molecules 2025 dataset; level of theory: ωB97M-V with the def2-TZVPD basis set.

Geometry as XYZ:
```
69
Properties=species:S:1:pos:R:3:lowdin_charge:R:1
C -0.75081 -1.70211 -5.87725 -0.041
C 0.81910 -2.09065 -5.73666 -0.149
O 1.32955 -1.56639 -4.44902 -0.157
C 1.83547 -0.22580 -4.62182 -0.395
O 1.43252 0.53346 -5.54575 0.160
O 2.86257 0.28982 -3.78067 -0.039
C 2.33454 0.71946 -2.47628 -0.441
S 3.76844 1.50588 -1.60409 0.904
C 3.22901 2.82232 -0.40456 -0.542
C 4.02377 2.50275 1.01039 -0.280
H -1.33394 -2.26586 -5.02862 0.076
H -1.19100 -1.97782 -6.90823 0.156
H -0.90959 -0.55531 -5.77026 0.115
H 1.45421 -1.75344 -6.62904 0.173
H 0.85096 -3.24852 -5.74814 0.165
H 1.40985 1.39393 -2.57019 0.137
H 1.95779 -0.25522 -1.94164 -0.046
H 2.10032 2.93281 -0.27343 0.101
H 3.64315 3.82588 -0.76380 0.054
H 4.75467 1.61322 0.86252 0.037
H 3.23454 2.15385 1.76205 0.110
H 4.64085 3.39609 1.37171 0.067
Be -0.77608 -1.33733 -3.52126 0.713
Br 5.99471 3.03907 -0.55096 0.865
C -7.69405 -0.07581 -1.54506 -0.039
C -6.63858 -0.74920 -0.69110 -0.185
O -5.39970 -0.87595 -1.42502 0.053
C -4.58507 0.19190 -1.41870 -0.292
O -4.81557 1.23824 -0.84749 0.179
C -3.30384 -0.11459 -2.19425 -0.510
F -3.53451 -0.77215 -3.35073 0.147
F -2.45524 -0.89415 -1.48068 0.043
F -2.61194 0.99051 -2.52456 0.163
H -7.82169 -0.60965 -2.49048 0.090
H -8.65181 -0.04819 -1.02258 0.101
H -7.40454 0.94849 -1.79335 0.087
H -6.95987 -1.76258 -0.44000 0.133
H -6.48482 -0.21859 0.24992 0.105
F -5.82121 1.66723 0.62377 -0.157
Be 0.70640 -1.63952 -1.42345 0.682
N -0.79931 -3.24529 1.90931 -0.132
C 0.46858 -3.49209 2.39198 -0.163
C 0.36518 -4.42612 3.41136 -0.039
C -0.99420 -4.74780 3.53806 0.004
C -1.69238 -3.99999 2.58948 -0.063
H -1.02536 -2.60334 1.16622 0.116
H 1.32699 -2.98856 1.97339 0.120
H 1.18507 -4.82505 3.99041 0.136
H -1.43186 -5.44551 4.23733 0.136
H -2.74605 -3.95300 2.35681 0.149
Cl -0.53701 -1.54729 3.58722 0.275
F 8.66006 1.75096 -4.84568 -0.208
Al 6.96098 1.25249 -4.86231 0.073
F 5.98138 2.45405 -3.96598 -0.218
F 6.79814 -0.33500 -4.08252 -0.250
F 6.38428 1.15472 -6.53469 -0.220
C 1.77546 3.43038 6.45354 -0.305
O 2.28928 4.00825 5.52355 0.068
N 0.91199 2.36750 6.34134 -0.183
C 0.33715 1.72567 7.49571 -0.169
C 0.57337 1.88185 5.01479 -0.044
H 1.97026 3.72460 7.49705 0.146
H 0.62830 0.66909 7.50103 0.103
H -0.76490 1.80331 7.44060 -0.164
H 0.68159 2.19712 8.41951 0.114
H 1.48841 1.57068 4.50511 0.093
H 0.11356 2.69414 4.44632 0.104
H -0.11765 1.03941 5.07515 0.042
Al -2.02988 0.85875 8.39471 1.140
```

The value obtained for the electronic energy is -5970.2052 Eh. As for the total charge: +3. As for the energy relative to the best compared isomer or geometry (same formula, charge and spin): 5.3901 eV. As for the spin multiplicity: 1. The HOMO-LUMO gap is 1.7 eV. The strongest force on any atom comes out at 0.11700 Eh/bohr.

***

Record 3
A molecular structure, C17H29AsN3NiOS3Si2. Source: the Open Molecules 2025 dataset; level of theory: ωB97M-V with the def2-TZVPD basis set.

Geometry as XYZ:
```
57
Properties=species:S:1:pos:R:3:lowdin_charge:R:1
Ni 0.86163 0.82339 -0.42075 -0.130
N -2.40507 -0.40743 1.85167 0.192
C -1.45019 -0.09101 0.95478 -0.512
O -0.42725 0.48630 1.31864 -0.026
C -1.64692 -0.44251 -0.49431 -0.193
C -0.78645 0.49854 -1.33116 -0.254
H -2.25357 -0.17040 2.82058 0.110
H -3.23643 -0.89570 1.57729 0.101
H -2.71840 -0.43717 -0.73711 0.110
H -1.30138 -1.47421 -0.61798 0.090
H -1.22465 1.51291 -1.29790 0.058
H -0.77773 0.19753 -2.37690 0.003
S -0.83345 2.07240 5.31066 0.499
C -0.00564 2.40296 3.89630 -1.124
S 1.55116 1.75673 3.51132 0.964
C 1.46063 2.42254 1.89356 -1.109
N 0.40337 3.14349 1.71049 0.014
N -0.40361 3.13172 2.83280 -0.153
C -1.69450 3.70423 2.65193 -0.214
C -2.28212 4.47359 3.64482 -0.049
C -3.53993 5.01592 3.42654 -0.089
C -4.20273 4.79929 2.22702 -0.105
C -3.59846 4.03818 1.23535 -0.084
C -2.34389 3.48813 1.44310 -0.011
S 2.57352 1.96595 0.65596 0.515
H -1.76141 4.63365 4.57660 0.085
H -4.00109 5.61517 4.20142 0.099
H -5.18409 5.22660 2.06323 0.094
H -4.10345 3.86969 0.29251 0.100
H -1.84948 2.90338 0.67950 0.097
C 2.70735 -1.54560 1.66789 -0.250
Si 2.39401 -2.30188 -0.02018 0.187
C 0.89876 -3.44007 0.19051 -0.221
C 3.85400 -3.43207 -0.41914 -0.243
As 2.25419 -0.60783 -1.62174 0.764
Si 1.22400 -1.71922 -3.38769 0.175
C 2.35214 -3.10881 -3.99273 -0.248
C 1.06370 -0.47135 -4.79223 -0.250
C -0.48055 -2.52792 -3.21951 -0.225
H 2.88398 -2.33239 2.40859 0.026
H 1.84606 -0.95326 1.98644 -0.008
H 3.56788 -0.87471 1.65101 0.014
H 1.12416 -4.19978 0.94612 0.024
H 0.63710 -3.95674 -0.73414 0.002
H 0.02522 -2.88001 0.53120 0.008
H 3.98230 -4.19143 0.35864 0.019
H 4.77327 -2.84622 -0.48340 0.020
H 3.72010 -3.94209 -1.37542 0.000
H 3.38383 -2.76536 -4.08869 0.020
H 2.01735 -3.48022 -4.96637 0.019
H 2.34366 -3.94939 -3.29429 0.007
H 2.04444 -0.07100 -5.05749 0.019
H 0.43510 0.37037 -4.49299 0.014
H 0.62375 -0.92990 -5.68299 0.020
H -0.51425 -3.26038 -2.41231 0.001
H -0.71023 -3.05051 -4.15437 0.023
H -1.26974 -1.79609 -3.04465 0.007
```

The value obtained for the electronic energy is -6422.4860 Eh. As for the total charge: -1. As for the energy relative to the best compared isomer or geometry (same formula, charge and spin): 0.0000 eV. As for the spin multiplicity: 1. The HOMO-LUMO gap (alpha / beta) is 6.8 / 6.7 eV. The strongest force on any atom comes out at 0.00402 Eh/bohr.

***

Record 4
A molecular structure, C17H29AuN4O7P. Source: the Open Molecules 2025 dataset; level of theory: ωB97M-V with the def2-TZVPD basis set.

Geometry as XYZ:
```
59
Properties=species:S:1:pos:R:3:lowdin_charge:R:1
Au -1.50677 0.42938 0.97331 1.307
N -2.27940 1.96590 -0.17164 -0.018
C -3.44484 1.56358 -1.00070 -0.182
C -3.08830 0.35931 -1.84803 -0.085
C -3.06225 -0.95985 -1.08451 -0.591
O -3.39750 -1.99058 -1.60046 0.112
O -2.71333 -0.92249 0.20129 -0.189
H -2.50388 2.75083 0.43880 0.133
H -1.50004 2.28467 -0.75521 0.085
H -3.71811 2.41528 -1.62569 0.135
H -4.27772 1.34650 -0.33401 0.135
H -2.12041 0.50146 -2.34024 0.133
H -3.82073 0.23466 -2.64363 0.135
C -0.23050 -4.67510 0.86511 -0.097
N -0.10195 -3.41330 0.14504 -0.293
C -0.50796 -3.49478 -1.26103 -0.074
P 0.81228 -2.14539 0.62402 0.544
O 0.41210 -0.87859 -0.06204 -0.328
N 0.46215 -2.06464 2.28398 -0.258
C -0.87505 -1.85883 2.57751 -0.101
C 1.41338 -1.42183 3.20389 -0.041
N 2.42777 -2.36872 0.53842 -0.311
C 3.00651 -3.65484 0.91052 -0.085
C 3.30940 -1.48173 -0.21463 -0.072
H -1.26033 -5.02724 0.77992 0.096
H 0.00312 -4.54774 1.91993 0.075
H 0.42641 -5.44405 0.44963 0.090
H -1.56193 -3.76656 -1.31838 0.084
H 0.09003 -4.23812 -1.79436 0.092
H -0.38575 -2.52713 -1.74130 0.075
H -1.57626 -2.47655 2.02318 0.097
H -1.27666 -0.73428 2.28752 0.025
H -1.08226 -1.79375 3.64486 0.124
H 2.42497 -1.71370 2.94201 0.080
H 1.19924 -1.75783 4.21730 0.098
H 1.33114 -0.33377 3.15738 0.088
H 2.35031 -4.19044 1.59616 0.072
H 3.95688 -3.49071 1.42115 0.093
H 3.18749 -4.28465 0.03545 0.095
H 2.79932 -0.54665 -0.42580 0.065
H 3.61374 -1.94153 -1.15814 0.093
H 4.20408 -1.27243 0.37459 0.092
O 0.42736 3.49333 2.73539 0.135
C 0.18957 2.75622 1.81808 -0.550
O -0.28110 1.52101 2.06779 -0.203
C 0.38587 3.17284 0.39384 -0.186
C 0.78044 2.26940 -0.58716 -0.070
C 0.95317 2.67606 -1.91743 0.032
C 0.72349 4.00183 -2.19613 -0.212
O 0.80624 4.63422 -3.39107 0.052
C 0.61500 6.02906 -3.11905 -0.095
O 0.17620 6.13757 -1.76215 0.052
C 0.34490 4.90785 -1.21022 -0.199
C 0.17397 4.53043 0.09475 0.081
H 0.97244 1.23715 -0.32226 0.075
H 1.27684 1.98776 -2.68579 0.129
H -0.15202 6.42392 -3.78152 0.143
H 1.56360 6.55473 -3.23997 0.145
H -0.09436 5.23284 0.87175 0.143
```

The value obtained for the electronic energy is -1887.7080 Eh. As for the total charge: +1. As for the energy relative to the best compared isomer or geometry (same formula, charge and spin): 0.0000 eV. As for the spin multiplicity: 1. The HOMO-LUMO gap is 5.6 eV. The strongest force on any atom comes out at 0.00520 Eh/bohr.